# 1
{"formula": "C3H7Cl2N", "method": "ωB97M-V/def2-TZVPD", "species": ["Cl", "Cl", "N", "C", "C", "C", "H", "H", "H", "H", "H", "H", "H"], "xyz": [[-2.7070, 0.0602, -0.3945], [2.8961, 0.0658, -0.4574], [-0.1070, 1.6003, 0.0394], [0.0480, 0.1495, -0.3441], [-1.1207, -0.8116, -0.0385], [1.3044, -0.4088, 0.3092], [-0.4398, 1.6787, 1.0107], [-0.9893, -1.7826, -0.6858], [0.2769, 0.0601, -1.4150], [-1.1423, -1.1860, 1.0260], [1.3789, -0.1334, 1.3376], [-0.6950, 2.1904, -0.5353], [1.2968, -1.4827, 0.1476]], "forces_ev_per_a": [[0.95, -1.03, 0.17], [-0.86, 0.14, 0.21], [0.33, -1.40, 0.61], [0.42, 1.57, -0.25], [-0.11, -1.31, -0.22], [0.38, -0.39, -0.91], [0.20, -0.09, -0.69], [-0.65, 2.00, 1.00], [-0.48, 0.50, 0.10], [-0.14, 0.75, -0.99], [0.04, 0.00, 0.70], [-0.09, -0.58, -0.19], [0.01, -0.16, 0.46]], "charge": 0, "e_homo_ev": -9.78, "smiles": "NC(CCl)CCl", "orbital_gap_ev": 10.58}



# 2
{"formula": "C6H10N2O", "method": "ωB97M-V/def2-TZVPD", "species": ["O", "N", "N", "C", "C", "C", "C", "C", "C", "H", "H", "H", "H", "H", "H", "H", "H", "H", "H"], "xyz": [[0.4238, -2.5317, 0.5782], [-0.8700, -0.7603, 1.4323], [0.0480, -1.3984, 0.4669], [0.5306, -0.4137, -0.5514], [-1.0816, 0.4638, 0.8843], [-0.4369, 0.6790, -0.2845], [-1.9788, 1.4493, 1.5716], [0.4265, -1.0553, -1.9682], [1.9727, -0.0063, 0.0044], [-2.1958, 2.2475, 0.9255], [1.0261, -0.5246, -2.6879], [1.8958, 0.6786, 0.9203], [-1.4353, 1.7099, 2.5137], [0.5375, -2.1062, -1.9707], [2.4015, 0.7052, -0.6946], [-2.8610, 0.9085, 1.7188], [-0.2292, 1.6625, -0.6959], [2.4589, -0.8745, 0.1685], [-0.6331, -0.8332, -2.3314]], "forces_ev_per_a": [[0.21, -0.32, -0.22], [2.77, -3.09, -2.66], [-2.88, 2.36, 3.72], [-0.12, -0.13, 0.31], [0.28, 0.95, -1.53], [0.94, 1.17, 0.12], [2.33, -1.33, 0.80], [-2.16, 1.98, 0.34], [-3.16, 3.78, -0.12], [0.01, 1.32, -0.59], [0.67, -0.08, -0.10], [-0.25, -1.55, -0.87], [-1.00, 0.18, -0.58], [0.60, -1.04, 0.03], [0.41, -0.53, -0.52], [-1.60, -0.52, 0.95], [-0.47, -0.12, -0.14], [2.22, -2.54, 0.50], [1.20, -0.47, 0.57]], "charge": 0, "e_homo_ev": [-8.12, -8.07], "smiles": "CC1=CC(C)(C)[N+]([O-])=N1", "orbital_gap_ev": [8.05, 7.73]}



# 3
{"formula": "C28H54F2GaO7S", "method": "ωB97M-V/def2-TZVPD", "species": ["Ga", "S", "F", "F", "O", "O", "O", "O", "O", "O", "O", "C", "C", "C", "C", "C", "C", "C", "C", "C", "C", "C", "C", "C", "C", "C", "C", "C", "C", "C", "C", "C", "C", "C", "C", "C", "C", "C", "C", "H", "H", "H", "H", "H", "H", "H", "H", "H", "H", "H", "H", "H", "H", "H", "H", "H", "H", "H", "H", "H", "H", "H", "H", "H", "H", "H", "H", "H", "H", "H", "H", "H", "H", "H", "H", "H", "H", "H", "H", "H", "H", "H", "H", "H", "H", "H", "H", "H", "H", "H", "H", "H", "H"], "xyz": [[1.9883, 0.7528, -2.8527], [-0.5128, 2.5478, -4.0266], [4.8744, 1.2445, 7.0721], [-7.4141, -3.3675, 6.2289], [-4.8991, -4.2549, 4.0594], [-3.1028, -3.5703, 5.2244], [4.2373, 2.5458, -3.5210], [3.8522, 2.1519, 5.2762], [-5.1789, -3.1550, 5.9999], [4.0486, 0.4389, 3.8323], [3.2457, 2.4139, 3.1200], [-6.2943, -4.2669, 4.3509], [-1.7630, -1.1054, -1.3080], [-1.2107, -2.1774, -2.3016], [3.3882, 4.7334, -4.0313], [4.0226, 0.9776, 6.0456], [0.9442, 3.0762, -6.4549], [4.2022, 3.4920, -4.5686], [-1.3686, -2.8023, 2.8875], [1.9482, 1.9991, -1.2212], [-3.8976, -1.3377, 0.2247], [-4.2767, -3.6548, 5.1081], [0.3187, 0.8924, -4.0623], [0.5413, 2.2042, -0.5528], [0.1328, -2.8270, -1.8239], [-6.4241, -3.1341, 5.3275], [1.1785, -1.8028, -1.2714], [0.7543, 3.0828, 0.7584], [2.2074, -1.2654, -2.3449], [-0.0332, -2.6311, 2.0825], [0.5942, -1.1995, 2.2893], [-0.4151, 2.9562, 1.8039], [3.6752, 1.7369, 3.9879], [-2.5693, -1.9564, 2.3436], [3.7287, 1.2413, -3.9053], [-0.3850, 3.3596, -5.6752], [4.6319, 0.0202, 5.0626], [-3.3306, -1.0617, -1.2105], [-3.1827, -2.5099, 1.0036], [-0.1741, -2.8557, 1.0019], [4.3848, -1.0181, 5.2800], [-6.5663, -5.2290, 4.7915], [3.6430, 1.0863, -5.0081], [-1.5951, -3.8847, 2.9747], [0.7375, -0.9319, -0.7440], [1.4974, -1.2103, 2.9398], [1.6554, 3.9028, -6.2556], [-1.3018, 2.4081, 1.4278], [-3.8683, -0.3775, 0.7924], [-0.1201, -3.6584, -1.1278], [0.9267, -0.8300, 1.2964], [2.2865, -1.9142, -3.2506], [-1.2643, -1.2169, -0.3144], [1.3813, 2.0778, -6.2673], [3.2177, -1.3092, -1.8552], [-3.6538, -0.0300, -1.4949], [-1.4488, -0.0939, -1.6655], [0.0163, 1.2576, -0.2981], [0.5575, 0.5514, -5.1016], [-3.9813, -3.2330, 1.2937], [2.3740, 4.4417, -3.6834], [-0.4302, 0.1623, -3.6762], [-0.1631, 2.7951, -1.1858], [1.7646, 2.8882, 1.2166], [3.3210, 5.5140, -4.8238], [0.5958, -3.3137, -2.7187], [3.6840, 3.1451, -5.4851], [-0.4158, 4.4600, -5.4890], [-3.3871, -1.9021, 3.0994], [1.7837, -2.3501, -0.5001], [-1.2949, 3.1474, -6.2896], [-0.0132, 2.5206, 2.7467], [-4.9800, -1.5857, 0.1067], [5.2429, 3.8095, -4.8216], [0.7006, -3.3805, 2.4684], [-1.1617, -2.4261, 3.9200], [2.6031, 1.5255, -0.4394], [-0.1821, -0.5534, 2.7405], [5.7184, 0.1201, 5.0036], [-1.9757, -2.9996, -2.3354], [-0.7589, 3.9843, 2.0835], [-3.7543, -1.7312, -1.9922], [-6.8847, -4.1128, 3.4488], [-2.2067, -0.9231, 2.1573], [-1.1413, -1.8244, -3.3579], [3.9401, 5.1178, -3.1436], [0.7120, 3.1254, -7.5470], [-6.5736, -2.1553, 4.8652], [-2.4477, -3.0640, 0.3852], [4.4918, 0.4906, -3.5522], [2.4133, 2.9975, -1.4136], [0.7824, 4.1387, 0.3948], [3.0568, 0.6590, 6.4455]], "forces_ev_per_a": [[0.50, 0.07, -0.23], [0.24, 0.19, -0.17], [-0.11, 0.01, 0.08], [0.01, 0.13, -0.01], [-0.16, 0.21, 0.30], [-0.18, -0.13, 0.23], [0.01, -0.13, -1.38], [-0.20, -0.55, 0.16], [-0.24, 0.14, -0.52], [-0.02, 0.18, 0.39], [0.14, 0.01, 0.19], [-0.24, -0.32, -0.62], [0.07, 0.74, -0.57], [-0.48, -0.81, 0.45], [0.77, -0.35, -0.08], [0.32, 0.43, 0.22], [-0.77, 0.44, -0.61], [-0.82, 1.27, 0.81], [0.40, 0.52, 0.19], [-0.59, -0.38, 0.37], [-0.14, -0.45, -0.78], [0.82, -0.15, -0.05], [-0.29, -0.43, -0.28], [0.87, 1.03, 0.86], [-0.15, 0.57, -0.85], [-0.15, -0.09, 0.55], [1.05, -0.80, -0.13], [-0.51, -0.10, -0.54], [0.19, 0.28, 0.48], [0.14, 0.10, 0.57], [-0.12, -0.69, -0.56], [0.72, 0.93, 0.30], [-0.21, 0.33, -0.91], [0.56, -0.78, -0.63], [-0.01, -1.26, 0.67], [0.17, -0.02, -0.44], [0.14, -0.68, -0.20], [0.33, 0.54, 0.11], [-0.88, 0.67, 0.74], [0.04, 0.23, 0.68], [-0.11, 0.05, -0.20], [-0.04, 0.14, 0.18], [0.24, 0.46, 0.52], [-0.19, 0.63, -0.08], [-0.05, -0.65, -0.35], [-0.69, -0.07, -0.28], [-0.15, -0.78, 0.07], [0.61, 0.09, 0.19], [0.17, -0.77, -0.19], [0.27, 0.68, -0.08], [-0.29, 0.20, 0.80], [-0.23, 0.24, 0.62], [-0.61, -0.07, -0.63], [-0.17, 0.68, 0.14], [-0.64, 0.05, -0.49], [0.10, -0.77, 0.13], [0.00, -0.74, 0.31], [0.47, 0.33, -0.08], [-0.25, 0.42, 0.68], [0.67, 0.21, -0.24], [0.59, 0.00, -0.40], [0.26, 0.59, -0.42], [0.52, -0.59, 0.15], [-1.18, -0.02, -0.39], [0.01, -0.33, 0.58], [-0.26, 0.21, 0.71], [0.43, -0.22, 0.47], [-0.08, -0.82, 0.15], [0.61, 0.06, -0.43], [-0.56, 0.38, -0.38], [0.78, -0.15, 0.35], [-0.55, -0.06, -0.61], [0.64, 0.22, 0.14], [-0.57, -0.15, -0.02], [-0.60, 0.36, -0.35], [-0.13, -0.47, -0.61], [-0.42, 0.31, -0.53], [0.61, 0.03, -0.35], [-0.05, 0.15, 0.17], [0.56, 0.50, -0.06], [0.09, -0.77, -0.14], [0.14, 0.18, 0.68], [0.23, 0.02, -0.07], [-0.22, -0.51, 0.18], [0.04, 0.10, 0.88], [-0.42, -0.01, -0.61], [0.23, -0.05, 0.65], [-0.11, -0.01, 0.13], [-0.30, 0.52, 0.30], [-0.45, 0.57, -0.38], [-0.39, -0.69, -0.06], [0.12, -0.65, 0.30], [0.10, 0.05, 0.15]], "charge": -1, "e_homo_ev": -3.81, "orbital_gap_ev": 5.71}



The records above give, respectively, DFT total energy values of -1093.63325; -419.23329; -4148.59765 hartree.